Molecular formula: C19H50BFN3O10P3Si
Method: DFT, wB97M-V/def2-TZVPD

Summary:
- charge = 0
- SMILES = [H]/N=C(\C)C[Si@@](CCF)(B(O)N(C)C)P(N)O.CCOP(=O)(OCC)OCC.CCOP(=O)(OCC)OCC
- LUMO (eV) = 0.6
- total energy (eV) = -84602.19300
- highest occupied orbital energy (Ha) = -0.27667
- multiplicity = 1

The geometry in XYZ format:
```
88
Properties=species:S:1:pos:R:3:forces:R:3:mulliken_charge:R:1
C -0.86949 -2.48592 0.07328 0.233 -0.294 -0.304 -1.611
C -0.45679 -3.30115 -1.14372 -0.293 0.252 0.623 0.725
N -0.26063 -4.55622 -1.08280 0.102 0.285 -0.224 -0.369
C -0.33282 -2.51572 -2.41425 0.332 -0.536 -0.627 -0.756
Si 0.11241 -3.54592 -3.95149 -0.419 -0.887 0.131 -0.135
C 1.53084 -4.76604 -3.60916 0.803 0.517 -0.238 -0.763
C 2.71775 -4.05582 -2.96891 -0.507 0.111 -0.519 -0.196
F 3.61302 -4.96153 -2.41067 -0.041 0.066 0.160 -0.358
B -1.49523 -4.47070 -4.75375 0.548 -0.390 0.371 0.595
O -1.45652 -4.63675 -6.14367 -0.744 0.638 0.389 -0.611
N -2.57168 -4.93197 -3.90399 -0.303 -0.314 -1.469 -0.064
C -2.27518 -6.23526 -3.29580 0.063 0.229 0.877 -1.160
C -3.87877 -4.97903 -4.58090 -0.376 -0.181 0.229 -0.958
P 0.92332 -2.04062 -5.42125 0.855 1.407 0.323 0.063
N 1.89576 -2.85124 -6.57495 -0.515 -0.412 0.470 -0.617
O -0.41453 -1.49197 -6.27914 0.075 -0.809 -0.010 -0.468
H 0.02532 -2.28138 0.66335 -0.049 0.175 0.080 0.304
H -1.32730 -1.54602 -0.22257 -0.007 0.078 0.153 0.340
H -1.56063 -3.06048 0.68768 -0.031 0.063 0.079 0.545
H -0.40560 -4.86268 -0.12097 -0.037 -0.173 -0.029 0.230
H 0.42856 -1.73342 -2.33879 -0.128 0.148 0.323 0.101
H -1.29480 -2.02154 -2.57346 0.062 0.155 -0.123 0.676
H 1.90737 -5.16825 -4.55465 -0.285 -0.239 -0.047 0.631
H 1.19087 -5.58364 -2.98009 -0.132 0.070 0.078 0.400
H 3.25623 -3.50685 -3.74564 0.102 0.086 0.100 0.277
H 2.38102 -3.33328 -2.22306 0.275 -0.226 0.376 0.097
H -1.89072 -3.87240 -6.54736 0.277 -0.061 -0.498 0.295
H -1.26250 -6.27173 -2.89533 0.049 0.158 -0.026 0.262
H -2.40004 -7.06215 -4.00141 -0.010 0.057 -0.111 0.452
H -2.95006 -6.39562 -2.45218 -0.017 -0.111 0.003 0.349
H -4.26873 -5.99851 -4.58291 -0.037 -0.020 -0.096 0.379
H -4.62296 -4.36052 -4.07473 0.106 0.053 0.146 0.287
H -3.84884 -4.65463 -5.62097 0.180 0.031 -0.008 0.273
H 1.88094 -3.86200 -6.52797 0.020 -0.042 -0.356 0.256
H 2.84158 -2.50365 -6.55081 0.053 -0.024 -0.086 0.283
H -0.04656 -1.14175 -7.09843 -0.202 0.199 -0.095 0.268
O -1.63226 -0.04784 2.95861 -2.649 -1.002 -0.318 -0.551
P -2.08970 0.46870 4.26515 4.821 2.577 2.168 0.869
O -1.94992 2.09197 4.18632 -0.925 -0.590 -0.005 -0.396
C -2.20192 2.80950 2.98035 0.086 0.420 -0.377 0.179
C -3.66588 3.15750 2.80010 -0.052 -0.137 0.100 -1.154
O -0.84384 0.13686 5.25540 -0.454 -0.487 -0.018 -0.349
C 0.21572 -0.72760 4.83699 0.268 0.019 -0.165 -0.294
C 1.35464 0.05344 4.20857 0.100 0.172 0.166 -0.825
O -3.11334 0.33648 5.48833 -0.700 -0.659 -1.498 -0.359
C -4.08762 1.29671 5.89590 -0.807 0.187 0.172 -0.154
C -5.41685 1.11066 5.18375 0.023 -0.257 0.066 -1.037
H -1.83379 2.26575 2.10905 0.041 -0.195 0.131 0.207
H -1.61762 3.72874 3.05005 0.041 -0.049 0.125 0.106
H -4.26281 2.25640 2.64808 0.002 0.019 -0.046 0.191
H -3.79892 3.79778 1.92737 0.041 -0.012 -0.013 0.431
H -4.05646 3.68271 3.67272 0.018 0.021 0.004 0.281
H -0.15837 -1.49148 4.15697 -0.085 0.106 -0.093 0.253
H 0.56880 -1.24519 5.73012 -0.094 0.088 0.084 0.317
H 0.99143 0.80517 3.50827 -0.110 -0.163 -0.135 0.084
H 2.03970 -0.61445 3.68498 0.001 0.013 -0.005 0.374
H 1.91875 0.58568 4.97647 0.016 -0.017 0.004 0.324
H -3.71352 2.31381 5.80722 0.253 -0.083 -0.332 0.225
H -4.23213 1.12368 6.96309 0.155 -0.147 -0.025 0.365
H -5.27631 0.95006 4.11535 0.010 0.158 -0.031 0.263
H -6.05990 1.97777 5.33514 0.027 0.021 -0.028 0.328
H -5.93590 0.23274 5.56967 0.011 -0.004 -0.011 0.334
O 3.45643 2.47692 1.04559 2.537 1.123 0.411 -0.774
P 3.21039 3.68720 0.23380 -5.275 -0.776 -1.832 1.001
O 2.01454 4.50112 0.98638 0.994 0.238 -0.140 -0.380
C 1.90139 4.52304 2.40757 -0.304 -0.012 0.501 0.213
C 2.73442 5.61631 3.04558 0.117 0.006 -0.142 -1.167
O 2.42641 3.11136 -1.06858 0.592 0.064 -0.027 -0.349
C 2.36111 1.70489 -1.31610 -0.153 -0.270 0.089 -0.544
C 1.11669 1.10115 -0.69742 -0.329 0.063 -0.086 -0.339
O 3.82417 4.86834 -0.65725 1.177 -0.559 1.184 -0.343
C 3.77912 6.26656 -0.37566 0.416 0.708 0.115 -0.157
C 4.95854 6.72599 0.46506 0.150 -0.126 -0.177 -1.044
H 2.15404 3.55482 2.84220 0.086 -0.078 -0.211 0.230
H 0.84603 4.70111 2.62210 -0.015 0.001 -0.140 0.066
H 3.79961 5.41894 2.91367 -0.007 -0.014 0.052 0.214
H 2.53438 5.66933 4.11633 -0.021 -0.042 -0.003 0.428
H 2.51039 6.58953 2.60673 -0.027 0.003 0.002 0.278
H 3.25963 1.20773 -0.95460 0.000 0.082 0.153 0.336
H 2.34185 1.57245 -2.39881 -0.025 0.171 -0.016 0.360
H 0.94810 1.46529 0.31589 0.230 -0.084 0.080 0.096
H 1.17984 0.01198 -0.67269 0.020 0.005 0.006 -0.006
H 0.23272 1.37688 -1.27662 0.009 -0.030 -0.029 0.322
H 2.82653 6.56054 0.05846 -0.066 -0.366 0.198 0.232
H 3.82789 6.75710 -1.34873 -0.004 -0.199 -0.078 0.365
H 5.14405 6.04545 1.29514 -0.109 0.069 0.091 0.265
H 4.78657 7.72949 0.85476 -0.028 -0.018 0.027 0.326
H 5.86855 6.74732 -0.13538 -0.004 -0.015 0.005 0.338
```
Positions in Å, forces in eV/Å.

***

Molecular formula: C19H51F3InO22P5
Method: DFT, wB97M-V/def2-TZVPD

Summary:
- charge = +2
- LUMO (eV) = -12.4
- total energy (eV) = -125332.88998
- highest occupied orbital energy (Ha) = -0.51089
- multiplicity = 1

The geometry in XYZ format:
```
101
Properties=species:S:1:pos:R:3:forces:R:3:mulliken_charge:R:1
In 1.82967 -2.97849 -1.59932 -0.189 0.716 0.529 1.374
C 2.33421 1.12370 -0.57772 -1.743 -4.398 0.958 -0.478
O 1.83430 1.15058 0.75800 1.061 0.168 -2.048 0.017
O 2.53024 -0.16259 -1.05697 -0.001 3.402 1.120 -0.008
C 1.54874 2.06231 -1.61300 -2.334 2.094 -0.248 0.820
F 0.46246 2.57122 -0.97504 -0.181 -1.462 0.043 -0.225
F 2.19093 3.17785 -1.88175 1.815 -0.153 -0.535 -0.255
F 1.15678 1.49949 -2.75990 0.664 -0.169 1.458 -0.144
C 2.12504 2.35159 1.58032 -0.697 -0.054 -0.926 -0.551
C 0.82209 2.70643 2.23948 -0.245 -0.237 0.876 -0.832
H 0.97150 3.60050 2.84570 -0.139 0.307 -0.359 0.507
H 0.03475 2.80179 1.49350 0.182 0.512 0.034 0.120
H 0.44644 1.98528 2.96646 0.348 -0.368 -0.080 0.084
H 2.38488 3.16673 0.90355 0.298 0.000 -0.035 0.595
H 2.97119 2.11811 2.22595 -0.161 -0.119 0.124 0.401
H 3.35995 1.50298 -0.46565 1.042 0.217 -0.467 0.449
C -2.20580 3.75390 -7.90546 -0.696 0.010 -0.478 -0.658
O -1.91433 4.52551 -6.72939 -0.021 0.300 1.379 -0.351
P -2.84272 4.49915 -5.40248 1.410 1.113 -1.025 1.057
O -3.38011 3.16392 -5.20719 -0.416 -0.992 0.984 -0.597
O -1.92126 5.13084 -4.16323 0.031 -1.074 -1.351 -0.346
C -0.70076 4.45284 -3.81231 0.742 -1.147 -0.025 -0.636
O -3.89219 5.63721 -5.67779 0.706 -0.287 0.921 -0.329
C -5.30268 5.47597 -5.39407 0.048 0.633 -0.662 -0.603
H -2.75605 4.35219 -8.63271 0.315 0.459 0.059 0.279
H -2.88305 2.91288 -7.75504 0.342 -0.177 0.656 0.304
H -1.27078 3.42096 -8.35227 -0.017 0.069 0.218 0.258
H 0.09739 4.48261 -4.55516 -0.395 0.524 -0.509 0.401
H -0.79540 3.38279 -3.61139 -0.896 -0.247 -0.369 0.064
H -0.20018 4.73836 -2.88657 -0.814 1.215 0.107 0.378
H -5.70760 5.22739 -6.37408 -0.549 -0.213 0.372 0.270
H -5.64767 6.46555 -5.09808 -0.058 -0.122 0.012 0.246
H -5.54283 4.75249 -4.61689 0.290 -0.134 -0.199 0.304
C 5.62963 -0.65247 -1.47703 -0.970 -0.230 1.751 -0.310
O 5.98193 -0.52816 -2.83707 -0.977 -0.598 0.032 -0.303
P 5.08138 -1.22921 -4.01150 -1.235 1.999 -0.563 0.782
O 3.94277 -2.09555 -3.54377 1.014 0.852 0.203 -0.458
O 4.57014 0.06092 -4.92856 1.665 -2.222 0.589 -0.369
C 3.81546 1.04845 -4.28036 -1.759 -1.131 1.268 -0.324
O 6.14592 -1.85114 -4.94873 -0.572 -0.009 -0.344 -0.293
C 6.82842 -3.03051 -4.53638 1.360 -0.961 1.451 -0.691
H 4.69415 -1.19592 -1.32000 -0.064 -0.594 -0.420 -0.019
H 5.36918 0.23298 -0.89164 0.372 1.112 -1.028 0.182
H 6.35053 -1.09209 -0.78718 0.603 -0.470 -0.896 0.411
H 2.76517 0.74663 -4.25645 -0.238 0.061 -0.957 0.288
H 3.87736 2.04324 -4.71596 0.625 -0.183 0.170 0.386
H 3.95371 0.90595 -3.20532 0.810 1.206 0.293 -0.076
H 6.73587 -3.90480 -5.17807 -0.329 0.581 -0.511 0.314
H 6.56244 -3.37399 -3.53468 -0.707 0.152 0.026 0.277
H 7.88036 -2.80051 -4.36688 0.049 0.234 -0.675 0.317
C -1.39702 -3.16047 6.76139 1.253 -0.662 0.878 -0.627
O -2.61821 -3.02264 6.08185 -0.577 0.881 -1.047 -0.338
P -3.32503 -1.66102 5.61256 -1.209 0.034 0.961 1.156
O -4.35854 -1.84292 4.56123 1.621 0.124 0.668 -0.705
O -4.03091 -1.12138 6.99633 1.987 0.715 -2.298 -0.398
C -4.55995 -2.02511 7.92288 -0.516 -1.134 0.676 -0.611
O -2.08987 -0.63233 5.22586 -1.883 -1.677 0.634 -0.179
C -2.50813 0.60330 4.66101 1.371 1.255 -0.547 -0.296
H -1.45120 -3.19933 7.85122 -0.739 0.925 0.139 0.380
H -0.66331 -2.41937 6.44656 -0.019 -0.075 -0.025 0.230
H -1.02006 -4.17677 6.63797 -0.002 0.047 -0.982 0.276
H -5.64735 -2.03683 7.84791 0.007 0.228 0.159 0.289
H -4.22500 -1.74795 8.92211 -0.183 0.154 -0.032 0.250
H -4.22908 -3.04620 7.73284 0.060 0.021 0.011 0.275
H -3.19537 0.55970 3.81651 -0.804 -0.467 0.710 0.383
H -1.64178 1.03492 4.15489 0.511 -0.215 0.209 -0.298
H -2.69965 1.32334 5.45595 -0.795 -0.144 -0.132 0.346
C -1.13456 -3.55037 2.72861 0.048 -0.849 -0.980 -0.288
O 0.16266 -4.12958 3.27593 -1.089 1.343 -0.741 -0.370
P 1.51668 -3.35899 2.93767 0.007 0.145 2.367 0.811
O 1.91110 -3.37117 1.51069 0.036 0.559 0.206 -0.505
O 1.26444 -1.91593 3.69827 0.715 -0.973 -1.672 -0.074
C 2.16633 -0.82012 3.37584 -0.700 -0.064 0.309 -0.582
O 2.67002 -3.98567 3.89283 -1.060 0.017 -0.946 -0.350
C 2.49779 -4.29411 5.27620 -0.271 -0.082 1.944 -0.530
H -1.01447 -2.76746 1.97905 0.736 0.642 0.705 -0.019
H -1.91000 -3.33315 3.46179 0.857 0.286 0.622 0.123
H -1.65397 -4.24878 2.07003 0.614 -1.000 0.360 0.353
H 2.92084 -1.04929 2.62343 -0.131 -0.318 -0.035 0.323
H 2.66492 -0.49356 4.28786 -0.081 -0.089 0.021 0.344
H 1.50982 -0.03614 3.00242 0.232 0.132 0.007 0.009
H 2.44584 -5.35612 5.51489 -0.145 -0.159 -0.851 0.340
H 1.66561 -3.83232 5.81031 -0.655 0.147 -0.925 0.030
H 3.28495 -3.94989 5.94898 0.833 0.308 -0.987 0.329
C -1.75644 0.71131 1.03474 1.261 0.739 1.408 -0.334
O -2.59696 -0.20513 0.38963 -0.172 -0.877 -1.173 -0.406
P -1.98506 -0.95795 -0.87950 -1.405 -0.875 -2.197 0.714
O -0.70346 -1.70138 -0.65211 0.053 0.967 -0.201 -0.334
O -3.15491 -1.95763 -1.38281 1.002 2.578 1.356 -0.435
C -2.93335 -3.31498 -1.69582 -0.674 -0.544 -0.199 -0.584
O -1.92137 0.12578 -2.08470 0.703 -0.830 1.843 -0.261
C -3.11121 0.85966 -2.48060 -0.073 0.120 -0.693 -0.760
H -2.27580 1.54483 1.50771 -0.648 -0.070 -0.571 0.524
H -0.96658 1.12131 0.40457 -0.193 -0.053 -0.304 0.020
H -1.26015 0.24199 1.88607 0.102 -0.422 -0.117 0.040
H -2.03264 -3.66842 -1.19632 -0.126 -0.291 -0.216 0.221
H -2.93184 -3.41747 -2.78112 0.493 -0.062 0.014 0.267
H -3.83993 -3.82238 -1.36695 0.310 -0.289 0.257 0.250
H -2.97469 1.93696 -2.38852 0.246 -0.098 0.524 0.206
H -3.98638 0.51652 -1.93126 0.014 0.052 -0.156 0.442
H -3.19833 0.71492 -3.55681 -0.309 -0.284 0.122 0.324
```
Positions in Å, forces in eV/Å.

***

Q: charge of number 2 (C19H51F3InO22P5)?
A: +2

***

Q: Among the records above, which one has the highest charge?
A: C19H51F3InO22P5

***

Q: Look up the total energy of the first one.
A: -84602.19300 eV